(1)
Formula: C11H13F5N11O2Pt
Source: the Open Molecules 2025 dataset
Level of theory: ωB97M-V/def2-TZVPD

Geometry (Å):
1 C -3.75526 -1.13005 1.83285
2 C 1.67500 1.12039 -1.76269
3 N 0.08605 -1.53238 -1.03306
4 H 1.22758 4.44903 2.57627
5 N 0.97830 1.37762 1.45543
6 H -4.53889 -1.56351 2.43871
7 C -3.57705 0.24311 1.78264
8 H -2.41318 1.81583 0.94554
9 C -0.27161 -4.20953 -1.03675
10 C 0.87550 2.66606 1.64113
11 C 1.00989 -2.42007 -1.55699
12 H 1.89411 3.00665 3.32883
13 F 2.83859 0.68145 -1.15473
14 F 3.02539 2.68331 -2.94623
15 H 0.16810 -6.12744 -1.52444
16 H 2.78401 -2.73563 -2.39735
17 H -3.00566 -3.01085 1.07592
18 C 2.00342 2.59307 -2.11247
19 O 1.74320 -0.58473 1.99161
20 O 2.21998 1.02682 3.32754
21 N 0.12526 3.24982 0.64902
22 C -1.90385 -1.34547 0.35126
23 N -1.18962 -3.44715 -0.40433
24 H 0.13393 2.97764 -1.32462
25 H 2.46702 -1.06980 -2.05509
26 N 1.69906 0.57159 2.31463
27 C -0.94424 -2.16635 -0.42556
28 F 1.65507 0.53543 -3.01840
29 N -1.71651 -0.02722 0.31150
30 N 1.35875 3.45280 2.59342
31 F 0.94945 3.20220 -2.70378
32 N -0.50127 -5.52309 -1.08229
33 Pt 0.04381 0.59666 -0.70429
34 N 0.83461 -3.74197 -1.58173
35 N 2.15949 -2.01904 -2.07047
36 H -4.21749 0.91703 2.33303
37 H -1.25127 2.51193 -0.58832
38 H 0.06288 4.25454 0.59316
39 C -2.91152 -1.93624 1.09430
40 C -2.55425 0.75007 1.00941
41 H -1.32685 -5.90001 -0.65300
42 F 2.30052 3.29671 -1.00769
43 N -0.24043 2.51077 -0.50193

Properties
- energy relative to the best compared isomer or geometry (same formula, charge and spin) (kJ/mol) = 41.24
- DFT total energy (eV) = -48931.4461
- total charge = +1
- highest occupied orbital energy (eV) = -11.30
- 2S+1 = 1

(2)
Formula: H6O3Si2
Source: the Open Molecules 2025 dataset
Level of theory: ωB97M-V/def2-TZVPD

Geometry (Å):
1 H 1.39708 1.98845 -0.20222
2 Si -1.89831 -0.03890 -0.04289
3 O 1.42045 -0.96214 1.19329
4 H -2.26446 0.40456 1.32222
5 H -2.44094 -1.44664 -0.32926
6 O 1.59348 -0.25934 -1.41918
7 Si 0.72223 -0.00841 -0.01481
8 O 1.09656 1.45797 0.46132
9 H -2.26875 0.95379 -0.98508
10 H 1.71952 -1.09971 -2.00353
11 H 0.92314 -0.98960 2.02016

Properties
- energy relative to the best compared isomer or geometry (same formula, charge and spin) (kJ/mol) = 0.00
- DFT total energy (eV) = -21997.5517
- highest occupied orbital energy (eV) = -9.44
- SMILES string = O[Si](O)(O)[SiH3]
- 2S+1 = 1

(3)
Formula: C5H10N6O4
Source: the Open Molecules 2025 dataset
Level of theory: ωB97M-V/def2-TZVPD

Geometry (Å):
1 H 2.64046 0.16580 0.20439
2 N 0.38808 -0.93309 -0.83949
3 H 0.07244 2.28006 -1.29376
4 H -2.25622 1.67321 -1.08273
5 N -0.14186 -2.17592 0.89625
6 H 1.52150 -0.37635 1.90488
7 H -0.13466 0.75927 -2.29606
8 N 0.89396 -1.49538 -2.11948
9 N 0.88402 0.26286 1.59349
10 H -1.11922 2.10479 1.27569
11 N 0.85487 0.42572 -0.69543
12 H 1.86458 1.73613 0.49708
13 H -0.71293 0.04308 2.75346
14 N 0.73507 -1.89945 0.04364
15 C -1.58812 0.97714 -0.58973
16 C -1.46260 1.09114 0.94478
17 H -1.74226 -0.01518 -0.95744
18 C -0.16110 1.22536 -1.24744
19 O -0.42060 -3.15015 1.57924
20 H -2.33097 0.90556 1.39624
21 O -1.02392 -0.96206 1.20132
22 C 1.66738 0.65565 0.39420
23 O 1.27473 -0.71176 -2.93724
24 C -0.51159 0.07378 1.62573
25 O 0.80896 -2.66022 -2.25157

Properties
- energy relative to the best compared isomer or geometry (same formula, charge and spin) (kJ/mol) = 510.22
- DFT total energy (eV) = -22464.8140
- highest occupied orbital energy (spin up / spin down) (eV) = -8.96 / -8.96
- 2S+1 = 1